Record 1
{"formula": "C4H8O3", "method": "wB97M-V/def2-TZVPD", "multiplicity": 1, "orbital_gap_ev": 7.754, "de_lowest_kj_mol": 650.3, "energy_ev": -10414.2634, "e_homo_ev": -9.62, "lumo_energy_ev": -1.871, "elements": ["C", "C", "C", "C", "O", "O", "O", "H", "H", "H", "H", "H", "H", "H", "H"], "positions_angstrom": [[-0.72458, 0.25094, 0.58566], [0.94401, -0.70376, 0.94419], [-1.34876, -0.38867, -0.58922], [-0.17159, 1.61643, 0.39471], [1.62536, -1.05026, -0.08768], [1.26732, -0.33545, -1.69993], [-0.11361, 2.42992, 1.28866], [2.14448, -0.59494, -2.01231], [-1.24351, 0.14216, 1.53581], [1.47796, -0.04560, 1.63631], [0.33947, -1.49791, 1.41039], [0.23634, 1.82423, -0.60874], [-1.96250, -1.24769, -0.32446], [-1.91475, 0.33452, -1.18631], [-0.55564, -0.73391, -1.28709]]}


Record 2
{"formula": "C45H57AsBCl2CsN10O8", "method": "wB97M-V/def2-TZVPD", "total_charge": -2, "multiplicity": 1, "orbital_gap_ev": 5.980, "energy_ev": -165979.9879, "e_homo_ev": -2.75, "lumo_energy_ev": 3.226, "elements": ["Cs", "C", "C", "C", "C", "C", "C", "N", "N", "B", "N", "C", "C", "C", "N", "C", "C", "C", "N", "C", "C", "C", "N", "C", "C", "C", "H", "H", "H", "H", "H", "H", "H", "H", "H", "H", "H", "H", "H", "H", "H", "H", "H", "H", "H", "H", "H", "H", "H", "H", "H", "H", "H", "H", "N", "C", "C", "C", "C", "C", "N", "C", "C", "C", "C", "C", "N", "H", "H", "H", "H", "H", "H", "H", "H", "H", "O", "C", "C", "C", "C", "C", "C", "C", "O", "N", "O", "O", "H", "H", "H", "H", "Cl", "C", "C", "C", "Cl", "C", "O", "C", "C", "O", "C", "H", "H", "H", "O", "H", "H", "O", "H", "H", "C", "As", "C", "C", "H", "H", "H", "H", "H", "H", "H", "H", "H"], "positions_angstrom": [[0.41157, 0.79401, 0.39620], [0.55584, -2.12305, -6.81935], [1.54566, -2.63868, -5.76070], [1.85122, -4.15959, -5.92765], [1.11524, -2.52543, -4.32583], [-0.12261, -2.00953, -3.81952], [-0.09254, -2.22611, -2.48100], [1.11959, -2.84357, -2.17775], [1.85656, -2.96816, -3.35395], [1.74966, -3.34467, -0.83123], [0.82127, -3.04327, 0.36323], [1.21235, -2.57403, 1.64237], [0.21160, -2.90882, 2.50486], [-0.76714, -3.57510, 1.73534], [-0.47173, -3.63154, 0.44725], [-2.05066, -4.13370, 2.20482], [-2.55783, -5.36301, 1.42166], [-2.04576, -4.33591, 3.76882], [3.16358, -2.60120, -0.70983], [4.38230, -3.17746, -0.45958], [5.29268, -2.20330, -0.08385], [4.57622, -0.94208, -0.22818], [3.34410, -1.22689, -0.58629], [4.98550, 0.50806, 0.07995], [6.09700, 0.45625, 1.20975], [5.47119, 1.23903, -1.17398], [1.03857, -2.16219, -7.80677], [-0.34943, -2.74455, -6.84787], [0.17217, -1.11131, -6.68254], [2.51099, -2.11475, -5.86040], [1.10560, -4.85161, -5.51249], [1.91193, -4.42281, -7.00098], [2.82049, -4.49013, -5.60411], [-0.89178, -1.39531, -4.27147], [-0.81963, -2.05123, -1.71772], [2.05661, -4.55597, -0.97168], [2.11291, -1.99771, 1.81750], [0.13082, -2.63581, 3.51521], [-2.69339, -3.26462, 1.95271], [-2.05773, -6.24827, 1.90985], [-3.62082, -5.58159, 1.50255], [-2.34100, -5.28249, 0.36536], [-1.53208, -5.21463, 4.14416], [-1.60658, -3.45567, 4.30043], [-3.09613, -4.48426, 4.10059], [4.57006, -4.22425, -0.45553], [6.25580, -2.41438, 0.33255], [4.12911, 0.97163, 0.63081], [7.00804, -0.06604, 0.81157], [6.53071, 1.38694, 1.55523], [5.70069, -0.06146, 2.06764], [6.23699, 0.65843, -1.76673], [4.64214, 1.31301, -1.89751], [5.88538, 2.23233, -0.91978], [1.56678, 4.52782, -1.94932], [0.49516, 3.81362, -2.41378], [0.32387, 3.71684, -3.82166], [-0.73675, 2.96778, -4.30788], [-1.53055, 2.23734, -3.39559], [-1.31487, 2.40396, -2.08354], [-0.32582, 3.16944, -1.59709], [2.02403, 4.74544, -0.64788], [2.74561, 5.96093, -0.41056], [3.40403, 6.07073, 0.80750], [3.23200, 5.11312, 1.82493], [2.47282, 4.02924, 1.48915], [1.93265, 3.81408, 0.27474], [2.03812, 5.15355, -2.60714], [1.00483, 4.23324, -4.48424], [-1.06620, 2.93649, -5.32302], [-2.38217, 1.63142, -3.73237], [-1.89225, 1.88104, -1.32575], [2.72287, 6.75661, -1.11279], [4.14714, 6.87866, 0.85078], [3.77203, 5.23058, 2.78485], [2.21796, 3.21724, 2.17820], [-2.61596, 0.91912, 0.66652], [-3.18996, 1.34953, 1.68437], [-3.11124, 2.67857, 2.27307], [-4.28706, 3.01871, 2.88948], [-4.46672, 4.30406, 3.59898], [-3.40949, 5.23352, 3.67110], [-2.21779, 4.83862, 3.08961], [-1.95660, 3.55307, 2.43381], [-0.76770, 3.25440, 2.15738], [-5.70101, 4.62426, 4.08946], [-5.76934, 5.68371, 4.80309], [-6.64764, 3.82610, 3.83720], [-3.83896, 0.73556, 2.32296], [-5.18460, 2.38553, 2.87781], [-3.55685, 6.20541, 4.09056], [-1.29422, 5.42948, 3.09778], [2.60756, 2.23237, 8.61772], [2.38654, 1.34158, 7.19433], [3.41968, 0.55574, 6.72343], [3.36605, -0.05360, 5.51629], [4.57200, -1.13901, 4.97369], [2.25573, 0.20688, 4.59208], [2.39450, -0.08248, 3.37208], [1.04065, 0.73908, 5.22196], [-0.16735, 0.88539, 4.44551], [-0.44800, 0.49154, 3.33724], [1.11998, 1.27866, 6.52461], [4.37729, 0.60195, 7.20990], [-0.88224, 1.48635, 5.03829], [0.31715, 1.79368, 7.05309], [-2.78775, -1.64708, -0.55757], [-2.15411, -2.28164, -0.24779], [-2.80280, -0.88217, 0.04088], [2.28153, 0.59709, -2.37248], [2.64919, -0.12237, -1.74876], [1.93572, 0.11207, -3.10118], [-7.34559, -2.12465, -4.27951], [-5.48161, -1.96766, -3.68179], [-5.59157, -0.33113, -2.51549], [-5.44396, -3.24360, -2.23709], [-8.04907, -2.17522, -3.43985], [-7.46371, -3.04090, -4.90645], [-7.53962, -1.25461, -4.94327], [-4.56994, -0.07139, -2.32805], [-6.10625, -0.58925, -1.61165], [-6.03220, 0.42381, -3.15208], [-5.88954, -2.86811, -1.35914], [-4.35098, -3.40323, -2.11862], [-5.91871, -4.17047, -2.56724]]}


Record 3
{"formula": "C2H7N3", "method": "wB97M-V/def2-TZVPD", "multiplicity": 1, "orbital_gap_ev": 9.582, "smiles": "[H]/N=C(\\N)NC", "de_lowest_kj_mol": 19.3, "energy_ev": -6657.7559, "e_homo_ev": -8.69, "lumo_energy_ev": 0.897, "elements": ["H", "N", "C", "N", "N", "C", "H", "H", "H", "H", "H", "H"], "positions_angstrom": [[1.36391, 1.81852, 0.03903], [0.45326, 1.38997, 0.00042], [0.50598, 0.11736, 0.02925], [1.67392, -0.64805, 0.00962], [-0.65114, -0.66609, 0.07637], [-1.94526, -0.00817, -0.03925], [2.52728, -0.13947, -0.22200], [1.75793, -1.67254, -0.13338], [-0.54086, -1.66062, 0.03014], [-2.26276, 0.44667, 0.91776], [-2.68000, -0.80794, -0.40550], [-1.86211, 0.82945, -0.77094]]}


Record 4
{"formula": "C57H47N8PZr", "method": "wB97M-V/def2-TZVPD", "total_charge": 4, "multiplicity": 1, "orbital_gap_ev": 5.200, "de_lowest_kj_mol": 225.2, "energy_ev": -82330.2467, "e_homo_ev": -16.90, "lumo_energy_ev": -11.702, "elements": ["Zr", "C", "N", "C", "N", "C", "C", "C", "C", "C", "C", "C", "C", "C", "C", "C", "C", "C", "C", "P", "C", "N", "C", "C", "N", "C", "C", "C", "C", "C", "C", "C", "C", "C", "C", "C", "C", "C", "C", "N", "C", "C", "N", "C", "C", "C", "C", "C", "C", "C", "C", "C", "C", "C", "C", "C", "H", "H", "H", "H", "H", "H", "H", "H", "H", "H", "H", "H", "H", "H", "H", "H", "H", "H", "H", "H", "H", "H", "H", "H", "H", "H", "H", "H", "H", "H", "H", "H", "H", "H", "H", "H", "H", "H", "H", "N", "C", "C", "C", "C", "C", "C", "C", "C", "N", "C", "H", "H", "H", "H", "H", "H", "H", "H"], "positions_angstrom": [[-0.01931, -0.06381, -0.19372], [-4.67154, 2.57710, 1.41223], [-3.43610, 2.34539, 0.66910], [-2.56741, 1.34949, 0.88823], [-1.52574, 1.45781, 0.03945], [-1.76287, 2.59178, -0.73381], [-2.97142, 3.13542, -0.36312], [-3.63870, 4.33873, -0.86349], [-4.97170, 4.30115, -1.28039], [-5.57640, 5.44728, -1.76838], [-4.86343, 6.63734, -1.82995], [-3.53908, 6.68024, -1.41252], [-2.92184, 5.53549, -0.93965], [-0.80645, 3.03961, -1.74763], [-1.21490, 3.39204, -3.03437], [-0.27373, 3.80452, -3.96727], [1.07173, 3.87476, -3.62158], [1.47748, 3.55689, -2.33300], [0.54276, 3.14001, -1.39446], [-2.81453, 0.00578, 2.10009], [-1.07573, -0.09841, 2.69837], [0.10805, -0.18611, 2.03036], [1.10109, -0.31751, 3.01137], [0.48673, -0.33275, 4.25678], [-0.85552, -0.18008, 4.02206], [-1.88453, -0.13420, 5.06041], [1.03232, -0.54740, 5.60416], [1.70899, -1.73500, 5.89507], [2.19095, -1.95977, 7.17211], [2.01404, -1.00248, 8.16457], [1.34702, 0.18065, 7.88051], [0.84921, 0.40691, 6.60662], [2.53559, -0.37923, 2.74385], [2.96972, -0.68179, 1.34029], [4.50002, -0.81343, 1.06852], [5.38710, -0.56561, 2.23811], [4.89526, -0.20899, 3.42367], [3.46643, -0.10723, 3.67780], [-2.68388, -1.33949, 0.86503], [-1.63851, -1.47527, 0.03791], [-1.82050, -2.65740, -0.65089], [-3.00619, -3.23232, -0.24941], [-3.51874, -2.37838, 0.71090], [-4.75540, -2.59216, 1.45611], [-3.62157, -4.50300, -0.63936], [-4.94897, -4.55565, -1.07241], [-5.51181, -5.76673, -1.43854], [-4.76380, -6.93383, -1.35867], [-3.44492, -6.88745, -0.92424], [-2.86908, -5.67854, -0.57467], [-0.79723, -3.07009, -1.60355], [-1.10184, -3.77887, -2.76270], [-0.08759, -4.14001, -3.63837], [1.23243, -3.79863, -3.36563], [1.54530, -3.09745, -2.21192], [0.53585, -2.72284, -1.33329], [-4.55738, 2.24706, 2.44158], [-4.89922, 3.63954, 1.40229], [-5.50341, 2.04356, 0.95464], [-5.52598, 3.37004, -1.25650], [-6.60522, 5.41168, -2.10002], [-5.34174, 7.53339, -2.20161], [-2.98947, 7.61114, -1.44836], [-1.89224, 5.56806, -0.60325], [-2.26476, 3.34860, -3.29590], [-0.59367, 4.09169, -4.96029], [1.79724, 4.21620, -4.34824], [2.51519, 3.68748, -2.04936], [0.82073, 3.02912, -0.34927], [-1.48927, -0.57732, 5.96883], [-2.17212, 0.89484, 5.27190], [-2.76272, -0.69400, 4.75181], [1.83961, -2.48330, 5.12224], [2.69749, -2.88847, 7.39788], [2.39688, -1.18041, 9.16041], [1.21086, 0.92790, 8.65040], [0.34932, 1.34312, 6.38511], [2.40786, -1.53947, 0.94326], [4.78476, -1.73831, 0.56445], [6.45468, -0.66024, 2.07730], [5.56710, -0.00816, 4.24741], [3.17212, 0.19383, 4.67211], [-4.93838, -3.65924, 1.54976], [-4.67273, -2.15465, 2.44798], [-5.60350, -2.14561, 0.93941], [-5.53166, -3.64580, -1.15886], [-6.53509, -5.79972, -1.78719], [-5.20870, -7.88034, -1.63421], [-2.86648, -7.79858, -0.85160], [-1.84298, -5.64420, -0.22709], [-2.12840, -4.05373, -2.96609], [-0.32633, -4.70649, -4.52907], [2.02096, -4.11007, -4.03793], [2.58268, -2.88520, -1.98060], [0.79142, -2.31042, -0.34622], [0.01707, -0.00685, -2.57896], [1.43808, -0.07400, -2.96700], [1.83165, -0.28278, -4.25992], [3.20122, -0.36189, -4.62030], [4.15555, -0.21429, -3.67022], [3.79876, 0.02238, -2.29745], [4.74266, 0.17007, -1.32272], [4.40387, 0.42238, 0.08015], [2.89480, 0.54220, 0.39648], [1.95200, 0.33897, -0.70109], [2.39593, 0.10430, -1.93932], [-0.46865, -0.71991, -3.12306], [-0.34654, 0.88591, -2.93094], [1.08655, -0.38836, -5.04217], [3.46918, -0.53911, -5.65238], [5.20633, -0.26168, -3.92930], [5.79619, 0.09331, -1.57959], [5.00291, 1.25256, 0.45954], [2.63974, 1.47060, 0.91546]]}